(1)
{"formula": "C9H21AlClIO2P2", "method": "wB97M-V/def2-TZVPD", "symbols": ["C", "C", "H", "H", "H", "O", "I", "Al", "P", "C", "C", "H", "H", "H", "H", "H", "H", "C", "H", "H", "H", "P", "C", "C", "H", "H", "H", "C", "H", "H", "H", "H", "H", "H", "Cl", "O", "C"], "xyz": [[-2.298, -1.004, -0.138], [-1.222, -0.258, 0.585], [-3.174, -1.095, 0.501], [-1.971, -2.022, -0.398], [-2.606, -0.473, -1.051], [-1.377, 0.159, 1.725], [2.496, 1.285, 0.612], [0.344, -0.239, -0.903], [-0.545, 2.008, -1.060], [-0.421, 3.349, 0.180], [0.364, 2.764, -2.472], [-0.229, 3.611, -2.860], [-2.429, 3.200, -1.986], [0.501, 1.990, -3.245], [-2.536, 1.438, -2.325], [0.625, 3.553, 0.438], [1.348, 3.138, -2.153], [-2.293, 2.191, -1.563], [-0.885, 4.255, -0.241], [-2.955, 2.045, -0.699], [-0.980, 3.071, 1.080], [1.093, -1.969, 0.618], [1.681, -1.767, 2.339], [0.026, -3.441, 0.809], [2.432, -2.689, -1.269], [2.775, -3.678, 0.219], [3.483, -2.042, 0.038], [2.601, -2.662, -0.179], [-0.419, -3.700, -0.161], [0.650, -4.278, 1.165], [1.996, -2.753, 2.717], [0.860, -1.411, 2.970], [-0.782, -3.235, 1.525], [2.522, -1.065, 2.390], [0.357, -1.055, -2.845], [0.315, 1.543, 3.348], [0.652, 1.234, 2.290]], "mulliken_charge": [-1.0000, 0.8154, 0.4088, 0.2032, 0.2020, -0.4176, 0.1793, 0.4892, 0.9541, -1.2173, -1.2709, 0.4591, 0.5071, 0.3647, 0.3646, 0.3608, 0.3599, -1.4124, 0.4631, 0.3670, 0.3560, 0.9513, -1.2170, -1.4111, 0.3650, 0.4593, 0.3594, -1.2708, 0.3641, 0.5070, 0.4634, 0.3566, 0.3671, 0.3604, -0.2184, -0.1949, 0.2225], "e_lumo_ev": [-9.4, -9.6], "e_above_lowest_kj_mol": 0.0, "total_charge": 2, "homo_lumo_gap_ev": [6.69, 6.80]}

=====

(2)
{"formula": "C9H21AlN3O7P", "method": "wB97M-V/def2-TZVPD", "symbols": ["Al", "P", "O", "O", "O", "O", "C", "O", "N", "C", "C", "H", "H", "H", "H", "H", "H", "H", "C", "O", "N", "C", "C", "H", "H", "H", "H", "H", "H", "H", "C", "O", "N", "C", "C", "H", "H", "H", "H", "H", "H", "H"], "xyz": [[-1.062, 1.138, -1.710], [-3.396, 2.858, -2.343], [-2.523, 2.354, -3.495], [-3.738, 1.670, -1.468], [-4.477, 3.802, -2.750], [-2.367, 3.604, -1.451], [-3.546, -1.658, -0.633], [-2.477, -1.248, -1.049], [-3.816, -2.943, -0.337], [-2.757, -3.922, -0.342], [-5.100, -3.304, 0.249], [-4.376, -0.975, -0.392], [-1.876, -3.541, -0.847], [-3.027, -4.845, -0.868], [-2.540, -4.230, 0.686], [-5.503, -2.454, 0.794], [-5.788, -3.542, -0.566], [-4.974, -4.190, 0.864], [2.982, 0.985, -1.636], [1.800, 1.267, -1.601], [3.973, 1.888, -1.509], [5.348, 1.465, -1.366], [3.755, 3.310, -1.579], [3.379, -0.035, -1.747], [5.981, 1.997, -2.085], [5.487, 0.406, -1.561], [5.714, 1.770, -0.382], [4.138, 3.677, -2.539], [2.697, 3.531, -1.491], [4.334, 3.841, -0.822], [0.080, 0.374, 1.916], [0.037, 0.202, 0.715], [1.009, -0.178, 2.728], [0.987, 0.012, 4.159], [2.129, -0.922, 2.193], [-0.661, 0.988, 2.448], [0.761, -0.921, 4.682], [0.177, 0.687, 4.439], [1.918, 0.452, 4.519], [3.035, -0.355, 2.425], [2.238, -1.921, 2.625], [2.048, -1.097, 1.125]], "mulliken_charge": [0.8669, 0.7789, -0.4149, -0.2909, -0.6095, -0.3520, 0.1959, -0.5787, 0.1021, -0.9819, -0.9513, 0.2637, 0.2973, 0.3463, 0.3413, 0.3485, 0.2953, 0.3471, 0.1522, -0.6006, 0.1154, -0.9197, -0.9248, 0.3021, 0.3244, 0.3014, 0.3148, 0.3176, 0.2744, 0.3174, 0.0838, -0.5260, 0.1616, -0.8761, -0.9278, 0.3253, 0.3178, 0.2793, 0.3096, 0.3259, 0.3260, 0.2219], "e_lumo_ev": -3.4, "e_above_lowest_kj_mol": 0.0, "homo_lumo_gap_ev": 4.81}

=====

(3)
{"formula": "C9H21BrN3O9S2", "method": "wB97M-V/def2-TZVPD", "symbols": ["C", "O", "C", "C", "C", "N", "C", "N", "N", "Br", "H", "H", "H", "H", "H", "H", "H", "H", "H", "H", "H", "H", "H", "C", "C", "O", "S", "O", "O", "O", "H", "H", "H", "H", "C", "C", "O", "S", "O", "O", "O", "H", "H", "H", "H"], "xyz": [[-2.668, 0.240, -0.512], [-1.795, -0.149, -1.553], [-1.664, -1.547, -1.699], [-0.267, -1.883, -2.233], [0.484, -2.912, -1.408], [1.158, -2.357, -0.162], [0.537, -1.418, 0.606], [-0.166, -1.672, 1.796], [0.631, -0.141, 0.346], [1.703, 0.695, -0.880], [-3.638, -0.271, -0.562], [-2.836, 1.311, -0.614], [-2.238, 0.046, 0.482], [-2.443, -1.933, -2.372], [-1.843, -2.029, -0.719], [-0.306, -2.244, -3.264], [0.292, -0.948, -2.277], [-0.207, -3.689, -1.060], [1.275, -3.398, -1.980], [1.372, -3.147, 0.439], [0.421, -1.962, 2.574], [-0.873, -2.387, 1.645], [0.082, 0.480, 0.936], [-4.353, 4.977, 0.725], [-5.747, 4.429, 0.479], [-5.609, 3.037, 0.832], [-4.632, 2.888, 2.074], [-5.342, 2.851, 3.297], [-3.711, 1.844, 1.771], [-3.939, 4.309, 1.933], [-3.664, 4.720, -0.080], [-4.330, 6.045, 0.918], [-6.054, 4.470, -0.562], [-6.496, 4.893, 1.119], [5.252, -0.466, 0.317], [5.207, -1.915, -0.141], [6.432, -2.068, -0.857], [7.593, -1.203, -0.168], [8.340, -2.002, 0.729], [8.218, -0.442, -1.182], [6.613, -0.279, 0.704], [5.006, 0.221, -0.495], [4.631, -0.261, 1.186], [4.393, -2.123, -0.833], [5.181, -2.608, 0.702]], "mulliken_charge": [-0.6480, -0.3393, -0.3717, -0.6287, -0.7309, -0.0945, 0.0525, -0.4587, -0.0872, 0.1317, 0.3336, 0.1789, 0.2666, 0.4614, 0.2956, 0.4388, 0.1843, 0.3692, 0.4315, 0.3206, 0.2875, 0.2893, 0.3450, -0.2786, -0.3152, -0.3025, 1.0102, -0.5521, -0.4365, -0.3099, 0.2616, 0.3074, 0.3028, 0.2911, -0.2133, -0.1405, -0.3460, 1.0661, -0.5115, -0.5068, -0.3380, 0.2688, 0.2365, 0.1618, 0.3174], "e_lumo_ev": -4.4, "total_charge": 1, "homo_lumo_gap_ev": 8.80}

=====

(4)
{"formula": "C9H21CdClFO2PSi", "method": "wB97M-V/def2-TZVPD", "symbols": ["C", "C", "O", "C", "C", "O", "Si", "Cl", "C", "F", "C", "C", "P", "C", "C", "H", "H", "H", "H", "H", "H", "H", "H", "H", "H", "H", "H", "H", "H", "H", "H", "H", "H", "H", "H", "H", "Cd"], "xyz": [[-2.270, 2.826, 2.510], [-0.808, 2.021, 2.535], [0.212, 2.707, 1.722], [-0.063, 2.517, 0.259], [1.152, 1.560, -0.305], [0.991, 1.114, -1.698], [0.950, -0.635, -1.846], [1.440, -1.055, -3.932], [2.267, -1.579, -0.806], [3.571, -0.860, -0.657], [1.677, -2.134, 0.657], [2.812, -3.078, 1.441], [-1.033, -1.544, -1.518], [-2.005, -1.354, -3.151], [-2.058, -0.614, -0.202], [-2.702, 2.962, 3.595], [-2.121, 3.846, 1.954], [-3.042, 2.197, 1.894], [-0.452, 2.088, 3.672], [-0.933, 0.879, 2.308], [-1.142, 2.104, 0.056], [0.091, 3.596, -0.216], [2.133, 2.237, -0.284], [1.308, 0.704, 0.478], [2.524, -2.572, -1.416], [1.427, -1.266, 1.403], [0.655, -2.732, 0.505], [2.861, -4.112, 0.892], [3.820, -2.454, 1.373], [2.556, -3.151, 2.585], [-1.352, -1.627, -4.085], [-2.926, -2.086, -3.156], [-2.398, -0.257, -3.301], [-3.047, -1.238, 0.037], [-2.426, 0.443, -0.554], [-1.423, -0.605, 0.787], [-0.245, 1.151, -3.534]], "mulliken_charge": [-0.8219, 0.0098, -0.3389, -0.4128, -0.0261, -0.3247, 0.5452, -0.2342, 0.2657, -0.3090, -0.3727, -1.0291, 0.2661, -0.9518, -0.6280, 0.3301, 0.2309, 0.2230, 0.3397, -0.0491, 0.0981, 0.2492, 0.3056, 0.0292, 0.3694, 0.1899, 0.2800, 0.3069, 0.2903, 0.3432, 0.3977, 0.3429, 0.2050, 0.4574, 0.2501, 0.0268, 1.1459], "e_lumo_ev": -11.7, "e_above_lowest_kj_mol": 472.7, "total_charge": 2, "homo_lumo_gap_ev": 3.94}

=====

(5)
{"formula": "C9H21Cl2O3PPdS2", "method": "wB97M-V/def2-TZVPD", "symbols": ["Pd", "C", "C", "O", "P", "S", "S", "O", "C", "C", "H", "H", "H", "H", "H", "H", "H", "H", "H", "H", "Cl", "C", "Cl", "H", "H", "C", "C", "C", "C", "O", "H", "H", "H", "H", "H", "H", "H", "H", "H"], "xyz": [[-0.285, -0.203, -0.150], [-6.547, 0.372, -1.686], [-5.342, 0.596, -0.787], [-4.222, 0.007, -1.423], [-2.706, 0.531, -1.087], [-1.666, -0.724, -2.255], [-2.592, 0.836, 0.872], [-2.720, 2.029, -1.731], [-2.911, 2.212, -3.123], [-1.785, 3.049, -3.704], [-7.445, 0.785, -1.232], [-6.676, -0.696, -1.848], [-6.376, 0.845, -2.650], [-5.489, 0.129, 0.195], [-5.163, 1.665, -0.622], [-3.875, 2.718, -3.259], [-2.949, 1.236, -3.624], [-1.726, 4.008, -3.193], [-1.959, 3.212, -4.766], [-0.842, 2.526, -3.566], [0.364, 0.190, 2.396], [0.701, -1.205, 3.313], [0.903, -2.225, 0.099], [-0.154, -1.828, 3.516], [1.640, -1.682, 3.097], [1.715, 0.790, -2.382], [1.703, 1.777, -1.191], [1.877, 3.219, -1.712], [2.878, 1.412, -0.253], [0.530, 1.733, -0.490], [2.693, 0.795, -2.858], [0.958, 1.060, -3.118], [1.499, -0.228, -2.022], [2.821, 3.346, -2.234], [1.828, 3.904, -0.870], [1.057, 3.455, -2.386], [3.839, 1.541, -0.747], [2.769, 0.371, 0.060], [2.843, 2.044, 0.632]], "mulliken_charge": [0.1770, -1.2580, -0.2097, -0.2325, 0.9835, -0.4705, -0.4282, -0.3469, -0.3421, -0.6704, 0.3825, 0.2922, 0.2841, 0.3166, 0.3527, 0.2382, 0.4178, 0.3008, 0.4276, -0.2405, 0.0609, -0.5941, -0.6239, 0.3018, 0.3052, -1.5011, 2.0489, -1.5472, -1.5699, -0.8237, 0.4273, 0.1626, 0.3595, 0.3661, 0.4071, 0.1978, 0.4024, 0.3084, 0.3378], "e_lumo_ev": [2.9, 1.9], "spin_multiplicity": 4, "total_charge": -1, "homo_lumo_gap_ev": [7.57, 6.91]}

=====

(6)
{"formula": "C9H21ClCrIO2P2", "method": "wB97M-V/def2-TZVPD", "symbols": ["C", "C", "H", "H", "H", "O", "I", "Cr", "P", "C", "C", "H", "H", "H", "H", "H", "H", "C", "H", "H", "H", "P", "C", "C", "H", "H", "H", "C", "H", "H", "H", "H", "H", "H", "Cl", "O", "C"], "xyz": [[0.636, -2.897, -4.392], [-0.019, -2.441, -3.214], [0.008, -3.675, -4.874], [1.640, -3.290, -4.088], [0.800, -2.008, -5.056], [-0.807, -2.317, -2.367], [3.269, 0.659, -1.959], [1.216, 0.375, -0.563], [-0.464, 1.242, -1.841], [-2.177, 0.995, -1.327], [-0.163, 3.032, -1.766], [-0.960, 3.549, -2.312], [-1.016, 1.707, -4.093], [0.804, 3.256, -2.226], [0.495, 0.750, -3.984], [-2.242, 1.045, -0.234], [-0.147, 3.376, -0.727], [-0.518, 0.866, -3.595], [-2.833, 1.750, -1.780], [-1.102, -0.046, -3.767], [-2.482, -0.006, -1.653], [1.460, -1.692, 0.377], [0.066, -2.429, 1.258], [2.053, -3.055, -0.631], [3.693, -1.152, 1.109], [2.921, -2.373, 2.166], [2.485, -0.644, 2.312], [2.766, -1.439, 1.615], [2.749, -2.684, -1.386], [2.566, -3.758, 0.037], [0.409, -3.201, 1.959], [-0.602, -2.875, 0.513], [1.208, -3.567, -1.107], [-0.480, -1.646, 1.797], [2.023, 1.953, 0.829], [-0.899, 0.818, 1.862], [-0.182, 0.620, 0.981]], "mulliken_charge": [-0.7897, 0.6687, 0.3876, 0.3501, 0.3501, -0.1264, -0.1479, -0.5977, 1.3579, -1.2303, -1.2498, 0.4677, 0.4419, 0.3746, 0.3603, 0.4157, 0.3444, -1.1375, 0.4086, 0.2805, 0.3470, 1.3580, -1.2295, -1.1359, 0.3749, 0.4664, 0.3438, -1.2486, 0.3609, 0.4418, 0.4083, 0.3467, 0.2791, 0.4159, -0.3411, -0.1525, 0.0360], "e_lumo_ev": [-9.3, -9.3], "e_above_lowest_kj_mol": 0.0, "spin_multiplicity": 4, "total_charge": 2, "homo_lumo_gap_ev": [5.35, 5.61]}

=====

(7)
{"formula": "C9H21ClINO2PTi", "method": "wB97M-V/def2-TZVPD", "symbols": ["C", "I", "H", "H", "H", "Ti", "P", "C", "C", "H", "H", "H", "C", "H", "H", "H", "H", "H", "H", "C", "O", "Cl", "C", "N", "C", "C", "C", "O", "H", "H", "H", "H", "H", "H", "H", "H", "H"], "xyz": [[1.384, 4.591, 2.761], [0.616, 3.092, 1.451], [2.112, 4.121, 3.423], [0.531, 4.990, 3.315], [1.843, 5.357, 2.134], [0.133, -0.177, 0.145], [1.508, 0.372, -1.739], [1.110, 1.572, -3.044], [3.127, 0.974, -1.138], [2.245, -1.913, -1.948], [2.716, -0.930, -3.381], [1.018, -1.498, -3.188], [1.914, -1.143, -2.659], [3.515, 0.273, -0.389], [3.812, 1.036, -1.995], [1.935, 1.619, -3.770], [0.948, 2.569, -2.616], [3.006, 1.962, -0.672], [0.195, 1.262, -3.564], [-0.796, 1.503, -0.509], [-1.460, 2.270, -1.115], [1.676, -0.738, 1.674], [-4.027, -3.183, 1.236], [-2.849, -2.882, 0.429], [-2.298, -3.928, -0.428], [-2.195, -1.738, 0.526], [-2.596, -0.627, 1.440], [-1.134, -1.612, -0.222], [-4.327, -4.210, 1.020], [-4.858, -2.504, 0.999], [-3.803, -3.095, 2.308], [-2.282, -3.615, -1.479], [-1.278, -4.199, -0.126], [-2.945, -4.800, -0.316], [-1.726, -0.193, 1.982], [-3.092, 0.191, 0.884], [-3.303, -0.978, 2.206]], "mulliken_charge": [-0.7242, 0.3508, 0.3239, 0.3013, 0.3075, 0.2611, 1.3289, -1.1724, -1.1780, 0.4102, 0.4158, 0.4149, -1.2041, 0.4081, 0.4447, 0.4249, 0.4093, 0.3323, 0.4372, 0.2703, -0.0936, -0.1616, -0.8600, 0.0982, -0.7379, 0.8682, -1.2715, -0.5709, 0.2769, 0.3812, 0.4102, 0.3241, 0.3230, 0.2863, 0.3474, 0.3756, 0.4421], "e_lumo_ev": [-13.9, -13.9], "e_above_lowest_kj_mol": 0.0, "total_charge": 3, "homo_lumo_gap_ev": [5.47, 5.47]}

=====

| no. | largest force on an atom (Eh/bohr) |
| --- | --- |
| 1 | 0.0924 |
| 2 | 0.0205 |
| 3 | 0.0157 |
| 4 | 0.0744 |
| 5 | 0.0363 |
| 6 | 0.1190 |
| 7 | 0.1886 |